{
  "formula": "C24H21ClN7Zn",
  "method": "wB97M-V/def2-TZVPD",
  "homo_ev": -10.151,
  "molar_mass_g_mol": 508.3,
  "charge": 1,
  "fmax_ev_per_a": 3.6,
  "lumo_ev": -3.12,
  "species": ["Zn", "N", "C", "N", "C", "N", "N", "C", "C", "C", "C", "C", "C", "N", "C", "C", "C", "C", "C", "C", "H", "H", "H", "H", "H", "H", "H", "H", "H", "H", "H", "N", "C", "C", "N", "C", "H", "H", "H", "H", "Cl", "C", "C", "C", "C", "C", "C", "C", "H", "H", "H", "H", "H", "H"],
  "xyz": [[1.3315, -11.1022, -12.9652], [0.1210, -14.4034, -15.6250], [0.7709, -13.4578, -14.9882], [0.4550, -12.9566, -13.8343], [-0.5057, -13.5744, -13.1063], [-0.8209, -13.1680, -11.9159], [-0.0585, -11.9951, -11.5228], [-0.1624, -11.6859, -10.2597], [0.6235, -10.4613, -9.8841], [0.4793, -9.9419, -8.6020], [1.2461, -8.8325, -8.1526], [2.1105, -8.2819, -9.0790], [2.1968, -8.8723, -10.3833], [1.5602, -9.9719, -10.6994], [-1.1374, -14.8019, -13.6705], [-2.0253, -15.5925, -12.9203], [-2.6660, -16.6821, -13.5342], [-2.4860, -17.0091, -14.8959], [-1.5463, -16.2673, -15.5906], [-0.9000, -15.1509, -15.0103], [0.3514, -14.5268, -16.6411], [1.4800, -12.8715, -15.5944], [-0.7783, -12.3018, -9.6299], [-0.2354, -10.3259, -7.8998], [1.3632, -8.4914, -7.1094], [2.8188, -7.5121, -8.8578], [2.9665, -8.5618, -11.0504], [-2.0831, -15.2777, -11.8992], [-3.2833, -17.3567, -12.9271], [-3.0213, -17.7835, -15.4112], [-1.2344, -16.4767, -16.6968], [5.2636, -12.3395, -12.2927], [4.6027, -13.4412, -11.7419], [3.2934, -13.1591, -11.9252], [3.1571, -11.9735, -12.5782], [4.3598, -11.4931, -12.7989], [6.2806, -12.2903, -12.4345], [5.1300, -14.3231, -11.3687], [2.4037, -13.6689, -11.6051], [4.5684, -10.5048, -13.1038], [-2.0131, -10.7301, -14.5693], [-0.8333, -10.6511, -15.8463], [-1.2946, -11.0792, -17.0685], [-0.4625, -11.2144, -18.1549], [0.8780, -10.9584, -17.9139], [1.3189, -10.4059, -16.7371], [0.4582, -10.2350, -15.5928], [0.9396, -9.6316, -14.3356], [-2.3964, -11.4113, -17.0940], [-0.7809, -11.7013, -19.0894], [1.6056, -11.0121, -18.7263], [2.3160, -10.0424, -16.6033], [0.1731, -9.0328, -13.8900], [1.8241, -8.9741, -14.5130]],
  "forces_ev_per_angstrom": [[-0.5, 0.2, 0.1], [-0.2, -1.4, -2.3], [0.0, 2.2, -0.8], [1.2, -0.1, -0.2], [-0.5, -0.8, 0.8], [0.7, 1.2, 0.6], [-1.0, -1.3, 1.0], [1.2, 0.6, -3.4], [-0.3, -0.4, 2.1], [0.1, 1.2, 0.7], [0.8, -0.6, -0.7], [-0.1, -0.9, -1.5], [0.1, -0.1, 2.3], [-0.8, -0.4, -1.5], [-0.7, 0.1, -0.2], [0.4, -0.3, -1.5], [-0.2, -0.2, 0.7], [1.0, 1.4, 0.7], [1.3, 0.8, -2.5], [0.1, -0.4, 1.0], [-0.4, 0.0, 1.6], [0.0, -0.6, 0.3], [-0.2, 0.2, 0.6], [-0.3, -0.5, 0.0], [-0.8, -0.3, -0.6], [0.1, 0.5, 0.3], [0.3, 0.4, -0.6], [-0.6, -0.4, 0.5], [0.1, 0.5, -0.2], [-0.1, -0.4, 0.2], [-0.9, 0.1, 2.1], [1.3, -1.0, 0.0], [0.8, 0.2, -0.4], [-0.5, -0.3, 0.2], [-0.4, 0.7, -0.2], [-0.4, -0.7, 0.9], [-0.9, 0.1, 0.2], [-0.3, 0.6, -0.1], [0.1, -0.4, 0.0], [0.3, 0.6, -0.7], [0.0, 0.2, 0.5], [-0.4, 0.0, 0.6], [-2.5, -1.2, -0.5], [0.1, -1.2, 0.0], [1.0, 0.9, -1.1], [-1.1, 0.2, 1.8], [1.0, 0.2, -1.6], [1.1, -0.3, 0.1], [1.9, 0.7, -0.2], [0.0, 0.6, 0.5], [-0.2, -0.2, 0.1], [0.6, 0.0, -0.2], [-0.5, 0.4, 0.3], [-0.6, -0.6, 0.0]],
  "nbo_charge": [1.57, -0.55, 0.36, -0.66, 0.42, -0.36, -0.39, 0.10, 0.12, -0.20, -0.16, -0.22, 0.07, -0.48, -0.15, -0.14, -0.20, -0.17, -0.24, 0.23, 0.44, 0.23, 0.22, 0.23, 0.24, 0.23, 0.20, 0.25, 0.23, 0.24, 0.22, -0.49, -0.08, -0.08, -0.63, 0.20, 0.44, 0.25, 0.23, 0.22, -0.02, -0.07, -0.21, -0.25, -0.22, -0.23, -0.03, -1.04, 0.24, 0.23, 0.22, 0.21, 0.23, 0.22]
}


{
  "formula": "C24H21F37NO6S",
  "method": "wB97M-V/def2-TZVPD",
  "homo_ev": -4.517,
  "molar_mass_g_mol": 1154.4,
  "charge": -1,
  "fmax_ev_per_a": 1.5,
  "lumo_ev": 1.89,
  "species": ["N", "C", "C", "S", "O", "O", "C", "F", "F", "C", "F", "F", "F", "H", "H", "H", "H", "H", "C", "C", "C", "F", "F", "F", "F", "O", "C", "C", "F", "F", "F", "F", "H", "H", "H", "H", "C", "C", "C", "F", "F", "F", "F", "O", "C", "C", "F", "F", "F", "F", "H", "H", "H", "H", "C", "C", "C", "F", "F", "F", "F", "O", "C", "C", "F", "F", "F", "F", "H", "H", "H", "H", "C", "C", "C", "F", "F", "F", "F", "O", "C", "C", "F", "F", "F", "F", "H", "H", "H", "H"],
  "xyz": [[1.1115, -4.0176, 1.8497], [-0.3356, -4.2726, 1.5503], [-0.9778, -3.0002, 1.0119], [-2.4340, -3.1401, 0.2621], [-3.0788, -1.8445, 0.0855], [-2.4087, -4.0376, -0.8799], [-3.7543, -4.0060, 1.3392], [-3.2366, -4.3276, 2.5612], [-4.1825, -5.1645, 0.7539], [-5.0243, -3.1764, 1.6111], [-5.9177, -3.9186, 2.2896], [-4.7629, -2.1212, 2.3812], [-5.6302, -2.7693, 0.5192], [1.3010, -3.0494, 1.6117], [1.2525, -4.0712, 2.8531], [-0.3784, -5.1034, 0.8400], [-0.8009, -4.6089, 2.4830], [-1.1506, -2.3349, 1.8712], [2.4139, -3.6608, -4.4354], [2.0306, -4.2261, -3.0534], [1.0444, -3.4293, -2.1858], [1.5765, -2.2260, -1.8741], [0.7955, -4.0954, -1.0566], [3.1423, -4.5327, -2.3519], [1.3839, -5.3959, -3.3422], [3.6286, -2.9299, -4.5917], [3.7048, -1.5902, -4.3629], [4.6820, -1.2397, -3.2315], [4.3644, -1.8696, -2.0939], [4.5924, 0.1024, -3.0308], [2.5092, -1.0524, -4.1401], [4.2242, -1.0029, -5.4766], [2.5735, -4.5460, -5.0481], [1.5723, -3.1181, -4.8663], [0.0981, -3.2833, -2.7176], [5.7035, -1.4947, -3.5189], [6.2255, 5.2583, 0.0966], [6.8513, 4.5360, 1.2975], [8.3630, 4.2824, 1.2830], [8.7216, 3.5004, 0.2491], [8.7033, 3.6541, 2.4303], [6.1950, 3.3936, 1.5615], [6.6714, 5.3839, 2.3597], [5.5937, 4.4853, -0.8990], [6.2491, 3.9533, -1.9694], [6.1999, 2.4191, -1.9737], [6.7142, 1.9266, -0.8299], [6.9553, 1.9783, -3.0070], [7.5130, 4.4117, -2.0733], [5.5925, 4.3493, -3.0828], [5.4100, 5.8318, 0.5350], [6.9286, 5.9743, -0.3321], [8.9044, 5.2305, 1.2260], [5.1729, 2.0799, -2.0922], [-6.2580, -0.5653, 5.0031], [-5.9515, -0.7652, 6.4921], [-7.1168, -1.0732, 7.4375], [-8.0207, -0.0735, 7.4490], [-6.6299, -1.2130, 8.6920], [-5.2370, 0.2733, 6.9744], [-5.1671, -1.8805, 6.5605], [-6.3720, 0.7614, 4.5204], [-7.5233, 1.4773, 4.5392], [-7.4122, 2.7340, 5.4168], [-7.0603, 2.4183, 6.6764], [-8.6210, 3.3434, 5.4498], [-8.5970, 0.7412, 4.8763], [-7.7366, 1.9450, 3.2844], [-5.3778, -0.9512, 4.4918], [-7.0976, -1.1844, 4.6851], [-7.6072, -2.0041, 7.1422], [-6.6728, 3.4130, 4.9896], [-1.1107, 3.1985, -3.7222], [0.2759, 3.3709, -3.0920], [1.4633, 2.7543, -3.8332], [1.2281, 1.4403, -3.9476], [2.5828, 2.9518, -3.0980], [0.2651, 2.9323, -1.8209], [0.5195, 4.7221, -3.0687], [-1.8900, 2.1169, -3.2651], [-1.8153, 0.8801, -3.8514], [-1.2487, -0.2164, -2.9294], [-0.0387, 0.1485, -2.4674], [-1.1177, -1.3292, -3.6797], [-1.1410, 0.9305, -5.0185], [-3.0835, 0.5085, -4.1465], [-1.6579, 4.0870, -3.4096], [-1.0530, 3.2184, -4.8115], [1.6068, 3.2004, -4.8208], [-1.9227, -0.4055, -2.0939]],
  "forces_ev_per_angstrom": [[-0.3, 0.1, 0.3], [0.8, 0.1, -0.2], [-0.6, -0.4, 1.3], [0.2, 0.2, -0.8], [0.2, -0.1, 0.0], [0.0, 0.1, 0.2], [-0.2, -0.3, -0.3], [-0.2, 0.0, -0.2], [0.2, 0.4, 0.3], [0.2, -0.2, 0.2], [-0.3, -0.4, 0.3], [0.2, 0.4, 0.2], [-0.2, 0.1, -0.6], [0.1, -0.1, -0.2], [0.0, 0.0, -0.1], [-0.2, 0.2, 0.0], [-0.1, -0.1, -0.1], [0.1, 0.3, -0.4], [-0.2, 0.0, -0.5], [0.2, 0.1, 0.1], [-0.4, 0.1, -0.2], [0.2, 0.1, 0.0], [0.4, -0.3, -0.1], [0.0, 0.0, 0.0], [0.0, -0.1, 0.0], [0.2, -0.2, 0.6], [0.0, -0.3, 0.0], [0.1, 0.0, -0.1], [-0.1, 0.0, 0.0], [0.1, 0.0, 0.1], [-0.3, 0.2, 0.0], [-0.1, 0.0, -0.1], [0.0, 0.0, 0.0], [0.0, 0.1, 0.1], [0.1, 0.0, 0.0], [0.0, 0.0, 0.0], [-0.1, 0.5, -0.1], [-0.1, -0.2, -0.1], [0.0, 0.1, 0.0], [0.0, -0.1, -0.1], [0.0, 0.0, 0.0], [0.0, 0.0, 0.0], [0.0, 0.0, 0.0], [0.0, -0.5, 0.3], [0.0, 0.1, -0.1], [0.0, 0.0, 0.0], [0.1, 0.0, 0.0], [0.0, 0.0, 0.0], [0.1, 0.0, 0.1], [0.0, 0.1, -0.1], [0.0, 0.0, 0.0], [0.1, -0.1, 0.0], [0.0, 0.0, 0.0], [0.0, 0.0, 0.0], [0.0, -0.3, -0.5], [0.1, 0.2, 0.0], [0.0, -0.1, 0.0], [0.0, 0.1, 0.0], [0.0, 0.0, 0.0], [0.0, 0.0, 0.0], [0.0, 0.0, 0.0], [0.2, 0.2, 0.5], [0.0, 0.0, -0.2], [0.0, 0.0, -0.1], [0.0, 0.0, 0.1], [0.0, 0.0, 0.0], [0.0, -0.1, 0.1], [-0.1, -0.1, -0.1], [0.0, 0.0, 0.0], [-0.1, 0.1, 0.1], [0.0, 0.0, 0.0], [0.0, 0.0, 0.0], [-0.3, 0.3, -0.2], [0.0, 0.1, 0.1], [-0.3, 0.1, 0.2], [0.6, 0.0, -0.4], [0.1, -0.1, -0.1], [0.0, 0.1, 0.0], [0.0, 0.0, 0.0], [0.4, -0.2, 0.3], [-0.3, 0.1, -0.1], [-0.2, 0.4, 0.3], [-0.3, -0.3, 0.2], [0.1, -0.3, -0.1], [0.1, -0.1, -0.1], [0.0, 0.0, -0.1], [0.0, 0.0, 0.0], [0.2, 0.0, 0.0], [0.0, 0.0, 0.0], [-0.1, -0.1, 0.1]],
  "mulliken_charge": [-0.66, -0.42, -0.66, 1.34, -0.77, -0.74, 0.36, -0.31, -0.28, 0.49, -0.29, -0.25, -0.23, 0.25, 0.27, 0.20, 0.33, 0.31, -0.85, 0.94, 0.16, -0.22, -0.10, -0.30, -0.32, -0.44, 0.75, 0.17, -0.21, -0.25, -0.22, -0.34, 0.40, 0.35, 0.22, 0.27, -0.73, 0.90, 0.07, -0.22, -0.27, -0.26, -0.33, -0.31, 0.73, 0.50, -0.25, -0.29, -0.31, -0.30, 0.39, 0.31, 0.28, 0.13, -0.53, 0.86, 0.09, -0.23, -0.27, -0.29, -0.32, -0.40, 0.82, 0.19, -0.22, -0.27, -0.30, -0.30, 0.23, 0.43, 0.28, 0.24, -0.85, 1.06, -0.03, -0.14, -0.24, -0.26, -0.35, -0.39, 0.70, 0.42, -0.19, -0.30, -0.29, -0.30, 0.40, 0.35, 0.24, 0.19]
}